(1)
ORCA calculation (ωB97M-V/def2-TZVPD) on 2 unconnected molecules or ions with the total composition C5H10O.

The geometry in XYZ format:
```
16
Properties=species:S:1:pos:R:3:forces:R:3
C -0.912 0.674 0.863 0.16 -0.05 0.11
C -1.774 0.354 -0.328 -0.05 -0.13 -0.13
C -1.922 1.671 0.379 -0.10 0.18 0.02
H 0.139 0.887 0.685 -0.24 -0.01 0.04
H -1.119 0.150 1.793 0.01 0.09 -0.16
H -1.312 0.353 -1.312 -0.07 0.03 0.19
H -2.563 -0.383 -0.205 0.12 0.13 -0.01
H -1.551 2.559 -0.125 -0.06 -0.14 0.08
H -2.815 1.833 0.976 0.15 -0.04 -0.11
C 1.511 -1.583 -0.551 -0.10 0.07 -0.03
C 2.565 -0.581 -0.174 0.00 0.27 0.00
O 2.381 0.608 -0.047 0.07 -0.54 -0.08
H 1.793 -2.061 -1.498 -0.01 0.07 0.15
H 1.465 -2.374 0.206 0.04 0.11 -0.09
H 0.534 -1.104 -0.648 0.16 -0.09 0.01
H 3.581 -1.003 -0.016 -0.07 0.07 0.00
```
Positions in Å, forces in eV/Å.

Frontier orbital gap (eV): 11.06
ΔE to the lowest compared entry with this formula, charge and spin (kJ/mol): 149.12
SMILES: C1CC1.CC=O

***

(2)
ORCA calculation (ωB97M-V/def2-TZVPD) on 2 unconnected molecules or ions with the total composition CH3NO3S at a distorted geometry.

The geometry in XYZ format:
```
9
Properties=species:S:1:pos:R:3:forces:R:3
O 4.098 -0.306 -0.180 -1.16 -0.19 -0.10
N 2.900 -0.213 -0.073 -0.17 0.23 0.51
O 2.218 -1.345 -0.264 -0.88 -2.52 -0.76
S 2.028 1.095 0.357 0.45 1.24 0.07
H 1.154 -1.420 -0.168 2.23 1.88 0.42
C -0.821 0.105 0.016 -0.71 2.46 0.80
O -0.281 -0.837 0.498 0.03 -1.83 0.01
H -1.493 0.766 0.645 0.16 -0.79 -0.45
H -0.594 0.551 -0.955 0.05 -0.48 -0.50
```
Positions in Å, forces in eV/Å.

Frontier orbital gap (eV): 8.73
ΔE to the lowest compared entry with this formula, charge and spin (kJ/mol): 460.97
SMILES: [O-][N+](O)=S.C=O

***

(3)
ORCA calculation (ωB97M-V/def2-TZVPD) on a molecular structure, C30H39N5OPt at a distorted geometry.

The geometry in XYZ format:
```
76
Properties=species:S:1:pos:R:3:forces:R:3
Pt 0.092 0.196 -0.115 -2.14 -0.78 -0.55
N -0.335 1.413 3.637 0.12 1.08 -0.22
N -2.816 0.470 -0.708 -0.79 0.13 -0.04
C 1.541 -1.004 -1.288 -0.15 -0.31 0.20
C 0.270 -1.612 -1.618 0.92 0.02 1.24
C -0.270 -2.261 -0.451 1.58 -0.35 -0.53
C -1.584 -2.929 -0.546 -1.23 -0.36 0.00
H -2.165 -2.756 -1.457 0.83 -0.56 -0.59
H -2.315 -2.529 0.165 0.57 -0.19 -0.64
H -1.492 -3.972 -0.250 -0.16 -0.50 -0.45
C 0.693 -2.108 0.613 0.02 0.66 -1.50
C 0.725 -2.572 2.016 -1.01 -0.70 0.63
H 1.265 -3.516 2.140 0.71 0.32 -0.01
H -0.261 -2.873 2.345 -0.12 0.08 -0.09
H 1.011 -1.791 2.735 0.39 -0.30 -0.35
C 1.777 -1.278 0.118 -0.36 0.09 -0.63
C 2.992 -0.881 0.885 0.40 -0.27 0.26
H 2.743 -0.518 1.892 0.06 -0.07 -0.30
H 3.553 -0.091 0.368 -0.18 -0.15 0.13
H 3.660 -1.746 1.004 0.19 0.07 0.09
C -0.393 -1.628 -2.939 -0.28 -0.07 -0.61
H -0.451 -2.645 -3.354 0.11 0.06 0.14
H 0.150 -1.013 -3.662 -0.07 -0.20 0.27
H -1.436 -1.274 -2.893 0.40 -0.04 0.08
C 2.518 -0.372 -2.225 0.17 -0.16 -0.07
H 3.047 0.454 -1.730 -0.11 -0.17 -0.25
H 2.008 0.021 -3.113 0.19 0.03 0.17
H 3.260 -1.121 -2.551 0.04 0.21 -0.12
C -0.431 2.450 4.457 -0.78 0.68 -0.51
H 0.132 2.370 5.393 -0.32 0.18 -0.13
C -1.196 3.589 4.136 0.38 0.03 0.52
H -1.228 4.393 4.853 -0.03 0.25 0.11
C -1.913 3.673 2.931 0.07 -0.55 -0.26
H -2.526 4.526 2.641 0.07 0.03 0.43
C -1.819 2.604 2.062 0.50 0.54 0.71
H -2.355 2.468 1.118 0.16 0.34 0.40
C -0.952 1.559 2.438 -0.19 -0.44 -0.52
C -0.869 0.454 1.551 0.07 0.45 1.78
H -1.496 -0.318 2.046 0.94 0.20 -1.24
C -1.582 0.796 -1.002 1.01 1.27 -0.42
C -3.656 1.162 -1.564 0.99 -0.03 -0.12
H -4.724 1.083 -1.466 -0.14 0.01 -0.13
C -2.910 1.911 -2.434 -0.08 -0.06 0.19
H -3.188 2.594 -3.215 -0.02 0.07 -0.15
N -1.581 1.681 -2.098 -0.31 -0.11 0.26
C -0.436 2.266 -2.740 -0.73 0.03 -0.26
C -0.129 1.875 -4.053 0.38 0.43 0.38
C 0.970 2.471 -4.688 -0.08 0.08 0.33
H 1.236 2.145 -5.695 0.00 0.07 0.19
C 1.723 3.457 -4.050 -0.31 -0.11 0.05
C 2.926 4.058 -4.719 0.21 0.13 -0.11
H 3.814 3.973 -4.081 -0.11 -0.03 -0.11
H 2.788 5.126 -4.931 -0.03 -0.12 0.03
H 3.134 3.554 -5.666 0.03 0.05 0.08
C 1.339 3.890 -2.778 -0.32 -0.39 0.06
H 1.892 4.692 -2.285 -0.06 -0.17 -0.09
C 0.255 3.310 -2.109 0.20 0.03 -0.39
C -0.199 3.827 -0.781 -0.03 0.04 0.61
H -0.875 4.690 -0.876 0.13 -0.12 -0.18
H 0.659 4.140 -0.178 -0.09 -0.01 -0.08
H -0.724 3.061 -0.204 0.27 0.15 -0.23
C -0.943 0.839 -4.755 -0.36 -0.36 -0.47
H -1.604 1.251 -5.529 0.17 0.24 0.07
H -1.594 0.317 -4.056 0.16 0.09 -0.19
H -0.296 0.105 -5.253 -0.17 0.19 0.06
C -1.317 -1.375 4.469 -0.63 -0.23 0.13
N -2.625 -1.559 3.767 0.08 -1.08 0.13
C -2.528 -2.376 2.638 -0.49 1.39 -3.24
N -3.144 -3.582 2.467 0.16 0.21 1.15
O -2.002 -1.902 1.610 -0.39 -0.69 3.81
H -0.588 -0.770 3.895 -0.72 -0.57 0.17
H -0.887 -2.347 4.788 -0.12 0.45 -0.17
H -1.584 -0.798 5.347 0.22 0.10 0.32
H -3.402 -1.885 4.355 0.63 0.01 0.34
H -2.776 -4.104 1.648 -0.89 0.30 1.07
H -3.688 -3.950 3.261 0.45 -0.54 -0.59
```
Positions in Å, forces in eV/Å.

Frontier orbital gap (spin up / spin down) (eV): 1.39 / 4.48
Spin multiplicity: 3
ΔE to the lowest compared entry with this formula, charge and spin (kJ/mol): 190.79
Charge: -2

***

(4)
ORCA calculation (ωB97M-V/def2-TZVPD) on H3OP in the gas phase at a distorted geometry.

The geometry in XYZ format:
```
5
Properties=species:S:1:pos:R:3:forces:R:3
O -1.166 0.011 -0.003 2.94 0.83 -0.83
P 0.757 0.212 -0.155 -3.70 1.72 1.35
H -1.595 0.599 -0.675 0.89 -0.62 0.80
H 1.034 0.268 1.333 -0.39 -0.68 -1.72
H 0.970 -1.090 -0.500 0.25 -1.25 0.40
```
Positions in Å, forces in eV/Å.

Frontier orbital gap (eV): 10.21
ΔE to the lowest compared entry with this formula, charge and spin (kJ/mol): 63.88
SMILES: OP

***

(5)
ORCA calculation (ωB97M-V/def2-TZVPD) on a molecular structure, C31H23BrN2O4PdS.

The geometry in XYZ format:
```
63
Properties=species:S:1:pos:R:3:forces:R:3
Pd -0.014 -1.059 0.077 0.04 0.10 -0.09
Br 2.730 -1.126 0.442 -0.09 -0.03 0.01
C 2.497 -1.234 2.313 0.02 0.00 0.02
C 3.655 -1.142 3.081 -0.01 0.00 0.01
C 3.584 -1.266 4.458 -0.01 0.00 0.00
C 2.358 -1.497 5.069 0.00 0.00 -0.06
C 1.192 -1.590 4.301 0.00 0.00 -0.01
C -0.044 -1.855 4.930 0.01 0.00 0.00
C -1.215 -1.973 4.185 -0.01 0.00 -0.02
C -1.170 -1.803 2.817 -0.07 0.00 -0.01
C 0.024 -1.511 2.112 0.10 -0.12 0.08
C 1.228 -1.440 2.880 0.04 -0.01 0.04
H 4.608 -0.981 2.597 0.00 0.00 -0.01
H 4.485 -1.195 5.050 0.00 0.00 0.00
H 2.298 -1.611 6.144 0.00 0.00 0.01
H -0.066 -1.975 6.006 -0.01 0.00 0.00
H -2.150 -2.192 4.684 -0.01 0.00 -0.01
H -2.093 -1.883 2.255 0.00 -0.01 0.02
O 0.261 0.341 -1.858 0.00 0.08 -0.05
C 0.332 1.308 -1.071 0.04 -0.05 -0.06
O 0.262 1.212 0.181 -0.04 0.10 0.01
C 0.525 2.691 -1.659 -0.02 -0.02 0.01
C 0.596 2.811 -3.086 0.01 0.01 -0.04
C 0.762 4.013 -3.726 0.01 0.04 0.05
C 0.861 5.116 -2.884 0.00 0.00 -0.09
O 1.023 6.384 -3.206 -0.01 -0.08 -0.01
C 1.068 7.144 -1.993 0.01 0.06 -0.01
O 0.917 6.201 -0.928 -0.02 -0.07 0.01
C 0.794 4.999 -1.464 -0.01 -0.02 0.08
C 0.623 3.779 -0.825 -0.01 0.02 -0.01
H 0.512 1.892 -3.651 0.00 -0.01 0.01
H 0.815 4.111 -4.800 0.00 0.01 -0.01
H 0.235 7.845 -1.977 0.03 0.00 0.01
H 2.038 7.631 -1.909 -0.03 0.01 0.00
H 0.567 3.676 0.249 0.00 0.01 0.00
S -4.540 -1.078 -1.316 0.04 0.03 -0.01
C -2.874 -1.437 -1.206 0.01 -0.06 0.03
N -2.205 -0.825 -0.277 -0.04 0.04 0.00
C -3.032 0.047 0.431 0.04 0.02 0.00
C -2.641 0.890 1.477 -0.02 -0.02 -0.04
C -3.603 1.675 2.072 0.00 0.00 0.00
C -4.939 1.644 1.643 0.00 0.00 0.00
C -5.332 0.832 0.603 0.00 -0.02 0.00
C -4.361 0.033 -0.001 -0.04 0.01 0.05
H -2.423 -2.142 -1.891 0.02 0.00 0.00
H -1.605 0.935 1.779 0.01 -0.01 0.01
H -3.326 2.334 2.884 0.00 0.00 0.00
H -5.670 2.271 2.133 0.00 0.00 0.00
H -6.360 0.811 0.268 0.00 0.00 0.00
N 0.076 -3.181 -0.723 0.07 -0.16 0.02
C 0.858 -3.372 -1.932 0.06 0.01 0.06
C 0.548 -2.650 -3.072 -0.02 0.02 0.00
C 1.296 -2.844 -4.224 -0.01 0.02 -0.02
C 2.361 -3.734 -4.229 0.02 -0.01 0.02
C 2.679 -4.436 -3.075 -0.01 0.02 -0.03
C 1.925 -4.261 -1.925 -0.03 0.04 0.00
H 0.513 -3.710 0.026 -0.06 -0.02 0.02
H -0.851 -3.582 -0.836 -0.02 0.07 0.00
H -0.252 -1.918 -3.056 0.01 -0.02 0.01
H 1.050 -2.291 -5.120 0.00 0.00 0.00
H 2.942 -3.879 -5.128 0.00 0.00 -0.01
H 3.507 -5.132 -3.071 0.01 0.00 0.00
H 2.161 -4.824 -1.029 0.00 -0.01 0.01
```
Positions in Å, forces in eV/Å.

Frontier orbital gap (spin up / spin down) (eV): 7.27 / 5.06
Spin multiplicity: 5
ΔE to the lowest compared entry with this formula, charge and spin (kJ/mol): 4.13
Charge: +2

***

(6)
ORCA calculation (ωB97M-V/def2-TZVPD) on C9H11NO2 in the gas phase at a distorted geometry.

The geometry in XYZ format:
```
23
Properties=species:S:1:pos:R:3:forces:R:3
N 0.083 -2.173 -1.279 -1.95 -1.68 1.78
C 0.231 -0.810 -1.637 -1.14 3.58 -0.77
C -1.011 0.222 -1.216 1.42 -1.94 0.54
C -1.039 0.516 0.261 3.96 -0.02 -0.20
C 0.181 0.773 1.036 -2.79 0.01 -0.56
C 0.192 0.810 2.458 -1.27 -0.09 -3.67
C -1.092 0.786 3.002 0.41 -0.61 2.62
C -2.211 0.629 2.245 -0.63 0.32 0.72
C -2.179 0.472 0.910 -1.87 -0.45 -0.55
C 1.737 -0.183 -1.603 -1.16 1.25 0.52
O 2.124 0.873 -2.079 -1.42 -1.67 0.64
O 2.542 -0.967 -0.908 -0.04 -2.57 -0.93
H -0.908 -2.539 -1.039 2.12 1.61 -0.03
H 0.311 -2.809 -2.004 0.59 -0.33 -1.06
H 0.026 -0.629 -2.642 -0.02 -0.40 -2.45
H -1.983 -0.238 -1.620 1.43 0.56 0.81
H -0.835 1.126 -1.754 0.27 0.65 -0.67
H 0.871 1.178 0.349 2.02 -0.27 0.06
H 1.159 0.788 2.890 0.35 0.48 1.05
H -1.272 0.783 4.095 0.48 0.15 -0.64
H -3.203 0.596 2.592 -0.84 0.07 1.46
H -3.069 0.308 0.345 -0.75 -0.16 -0.11
H 2.139 -1.887 -1.099 0.84 1.49 1.45
```
Positions in Å, forces in eV/Å.

Frontier orbital gap (eV): 9.44
ΔE to the lowest compared entry with this formula, charge and spin (kJ/mol): 258.12
SMILES: N[C@@H](Cc1ccccc1)C(=O)O